#P
Density functional theory data (ωB97M-V/def2-TZVPD) for 6 unconnected molecules or ions with the total composition C30H20BF4O20.

For the LUMO energy, the calculation gives -0.025 hartree. The value obtained for the orbital gap is 6.246 eV. As for the charge: -1. The value obtained for the HOMO energy is -6.934 eV.

CARTESIAN COORDINATES (ANGSTROEM)
B  -1.099  1.300  0.483
F  -1.430  -0.020  0.373
F  -1.447  2.037  -0.722
F  -1.675  1.909  1.560
F  0.328  1.233  0.567
C  3.139  3.965  -4.389
C  3.472  3.495  -5.879
C  2.383  2.913  -6.609
O  2.611  2.484  -7.771
C  1.070  2.743  -6.122
C  0.759  3.079  -4.620
C  1.829  3.742  -3.840
O  1.552  4.153  -2.767
O  -0.233  2.495  -3.916
O  4.717  3.518  -6.447
H  3.977  4.359  -3.863
H  0.357  2.278  -6.562
H  0.105  2.553  -2.980
H  4.345  3.600  -7.352
C  5.961  -0.088  -2.982
C  6.573  -0.237  -1.654
C  5.857  0.424  -0.481
O  6.417  0.460  0.686
C  4.548  0.891  -0.697
C  3.928  0.886  -2.070
C  4.756  0.710  -3.200
O  4.345  0.722  -4.406
O  2.632  1.193  -2.398
O  7.892  -0.578  -1.314
H  6.515  -0.305  -3.929
H  3.837  1.005  0.179
H  2.141  1.243  -1.535
H  7.960  -0.332  -0.374
C  -1.015  -4.733  3.040
C  -1.683  -3.528  2.415
C  -3.085  -3.437  2.252
O  -3.640  -2.411  1.860
C  -3.888  -4.588  2.593
C  -3.159  -5.910  3.056
C  -1.786  -5.931  3.339
O  -1.201  -6.944  3.794
O  -3.841  -6.891  3.656
O  -0.901  -2.422  1.974
H  0.073  -4.875  3.318
H  -4.929  -4.457  2.478
H  -4.589  -6.931  3.314
H  -1.560  -1.844  1.596
C  -1.310  3.939  6.943
C  -0.962  5.248  6.186
C  -1.041  5.309  4.735
O  -0.772  6.412  4.178
C  -1.280  4.061  4.019
C  -1.522  2.763  4.794
C  -1.564  2.751  6.294
O  -1.915  1.777  6.882
O  -1.802  1.553  4.119
O  -0.782  6.465  6.846
H  -1.348  3.971  8.080
H  -1.226  3.980  2.851
H  -1.491  1.855  3.215
H  -0.683  6.902  6.037
C  -4.348  -2.704  -1.981
C  -2.931  -2.217  -1.724
C  -1.879  -3.092  -1.190
O  -0.775  -2.686  -1.134
C  -2.249  -4.386  -0.842
C  -3.715  -4.947  -1.022
C  -4.751  -4.048  -1.730
O  -5.857  -4.531  -1.918
O  -4.045  -6.120  -0.565
O  -2.675  -0.879  -1.914
H  -5.121  -1.933  -2.515
H  -1.575  -4.973  -0.417
H  -3.431  -6.787  -0.426
H  -1.866  -0.611  -1.455

#Q
Density functional theory data (ωB97M-V/def2-TZVPD) for 6 unconnected molecules or ions with the total composition C30H20BF4O20.

For the LUMO energy, the calculation gives -0.003 hartree. The value obtained for the orbital gap is 6.120 eV. As for the charge: -1. The value obtained for the HOMO energy is -6.192 eV.

CARTESIAN COORDINATES (ANGSTROEM)
B  7.624  23.964  38.068
F  7.060  24.125  39.306
F  8.655  23.143  38.079
F  6.524  23.323  37.255
F  7.832  25.272  37.530
C  11.686  24.514  33.954
C  12.504  25.707  33.640
C  12.828  26.813  34.740
O  13.509  27.836  34.533
C  12.233  26.518  36.042
C  11.330  25.308  36.288
C  11.011  24.312  35.273
O  10.173  23.420  35.479
O  10.840  24.983  37.629
O  13.008  25.954  32.452
H  11.509  23.786  33.189
H  12.138  27.010  36.897
H  10.340  24.201  37.726
H  13.521  26.628  32.433
C  5.812  20.908  31.931
C  7.178  21.429  31.655
C  7.952  21.908  32.768
O  9.013  22.401  32.645
C  7.372  21.927  34.105
C  5.924  21.390  34.322
C  5.148  20.868  33.172
O  4.077  20.311  33.288
O  5.302  21.743  35.483
O  7.658  21.450  30.401
H  5.227  20.598  31.174
H  7.811  22.371  34.899
H  5.727  22.231  36.091
H  8.579  21.589  30.257
C  5.923  24.958  32.058
C  4.713  24.452  32.862
C  4.454  24.707  34.325
O  3.403  24.310  34.817
C  5.600  25.342  35.054
C  6.902  25.822  34.280
C  7.058  25.653  32.687
O  8.022  25.869  32.163
O  7.932  26.238  34.892
O  3.684  23.746  32.313
H  5.804  24.861  31.046
H  5.755  25.473  36.081
H  7.770  26.194  35.800
H  3.085  23.356  32.870
C  9.302  18.340  36.419
C  9.592  19.782  36.846
C  10.978  20.189  37.130
O  11.053  21.470  37.445
C  11.934  19.195  37.081
C  11.810  17.791  36.529
C  10.339  17.407  36.077
O  10.128  16.311  35.592
O  12.669  16.824  36.508
O  8.596  20.657  37.177
H  8.396  18.145  36.243
H  13.010  19.421  37.141
H  13.543  17.269  36.555
H  9.041  21.482  36.999
C  3.707  19.313  40.278
C  5.025  18.528  39.823
C  6.261  19.225  39.415
O  7.341  18.705  39.157
C  6.191  20.694  39.427
C  4.948  21.541  39.939
C  3.778  20.735  40.407
O  2.775  21.310  40.856
O  4.829  22.877  39.939
O  5.030  17.150  39.593
H  2.950  18.798  40.349
H  6.820  21.370  39.015
H  5.797  23.272  39.709
H  5.860  16.940  39.094

Which of them is most stable? Easy: #P.

#P
Density functional theory data (ωB97M-V/def2-TZVPD) for a molecular structure, C3H5O4S.

For the LUMO energy, the calculation gives 0.148 hartree. The value obtained for the orbital gap is 8.611 eV. As for the charge: -1. The value obtained for the HOMO energy is -4.593 eV.

CARTESIAN COORDINATES (ANGSTROEM)
C  0.275  1.773  0.430
C  0.902  0.769  0.947
C  0.495  -0.675  0.933
O  -2.012  -1.130  -0.998
O  -0.371  -0.112  -2.796
O  -0.592  -1.059  1.360
O  0.584  -1.101  -0.872
S  -0.512  -1.261  -1.925
H  0.567  2.714  0.435
H  -0.634  1.593  -0.328
H  1.719  0.958  1.620
H  1.410  -1.185  1.298
H  -1.832  -1.284  -0.103

#Q
Density functional theory data (ωB97M-V/def2-TZVPD) for a gas-phase ion, C3H5O4S (charge -1).

As for the SMILES: C[C@@H](O)C([O-])=S(=O)=O. For the LUMO energy, the calculation gives 0.139 hartree. The value obtained for the orbital gap is 7.013 eV. As for the charge: -1. The value obtained for the HOMO energy is -3.235 eV.

CARTESIAN COORDINATES (ANGSTROEM)
C  -1.100  0.755  0.062
C  -0.401  -0.519  0.408
O  -1.251  -1.570  0.210
C  0.880  -0.808  -0.433
O  0.945  -1.474  -1.437
S  2.448  0.258  -0.063
O  2.421  0.623  1.430
O  1.766  1.285  -0.912
H  -1.690  1.118  0.897
H  -0.410  1.553  -0.218
H  -1.782  0.724  -0.757
H  -0.239  -0.480  1.467
H  -1.588  -1.464  -0.656

Which of them is most stable? Easy: #Q.

#P
Density functional theory data (ωB97M-V/def2-TZVPD) for BrH2PS2 in the gas phase.

As for the SMILES: SP(S)Br. For the LUMO energy, the calculation gives 0.001 hartree. The value obtained for the orbital gap is 9.649 eV. The value obtained for the HOMO energy is -9.629 eV.

CARTESIAN COORDINATES (ANGSTROEM)
S  -0.571  -1.595  0.352
P  0.166  0.022  -0.857
S  -0.684  1.863  0.101
Br  2.302  0.231  -0.288
H  -0.867  -2.168  -0.705
H  -0.347  1.647  1.396

#Q
Density functional theory data (ωB97M-V/def2-TZVPD) for 2 unconnected molecules or ions with the total composition BrH2PS2.

For the LUMO energy (alpha / beta), the calculation gives -0.061 / -0.077 hartree. The value obtained for the orbital gap (alpha / beta) is 7.611 / 6.230 eV. The value obtained for the HOMO energy (alpha / beta) is -9.269 / -8.313 eV.

CARTESIAN COORDINATES (ANGSTROEM)
P  -0.822  0.080  0.851
S  -0.605  -1.577  -0.343
S  1.587  1.814  -0.162
Br  -2.722  0.859  0.012
H  0.245  -2.286  0.664
H  2.318  1.109  -1.022

Which of them is most stable? Easy: #P.

#P
Density functional theory data (ωB97M-V/def2-TZVPD) for a gas-phase ion, C9H14Br2NO (charge +1).

For the LUMO energy, the calculation gives -0.130 hartree. The value obtained for the orbital gap is 8.976 eV. As for the charge: +1. The value obtained for the HOMO energy is -12.503 eV.

CARTESIAN COORDINATES (ANGSTROEM)
C  -0.935  -1.233  0.525
C  -2.285  -0.801  0.235
C  -2.616  0.466  0.041
C  0.172  -0.514  0.331
C  -0.943  1.743  0.248
C  -0.830  2.066  1.702
C  1.806  -1.928  -1.758
C  1.569  -0.968  0.586
C  2.412  -1.012  -0.702
N  0.095  0.830  -0.281
O  -1.093  2.735  -0.659
Br  -3.613  -2.209  0.148
Br  -4.167  1.357  -0.354
H  -0.837  -2.232  0.921
H  -0.779  1.159  2.297
H  -1.697  2.639  2.024
H  0.064  2.668  1.896
H  0.820  -1.590  -2.074
H  1.709  -2.939  -1.375
H  2.449  -1.957  -2.631
H  1.538  -1.966  1.020
H  2.052  -0.306  1.311
H  3.402  -1.382  -0.439
H  2.549  -0.010  -1.117
H  1.027  1.268  -0.205
H  -0.105  0.741  -1.291
H  -1.765  3.378  -0.398

#Q
Density functional theory data (ωB97M-V/def2-TZVPD) for a gas-phase ion, C9H14Br2NO (charge +1).

For the LUMO energy (alpha / beta), the calculation gives -0.157 / -0.156 hartree. The value obtained for the orbital gap (alpha / beta) is 7.993 / 7.998 eV. As for the charge: +1. The value obtained for the HOMO energy (alpha / beta) is -12.254 / -12.256 eV.

CARTESIAN COORDINATES (ANGSTROEM)
C  1.696  -1.363  -0.548
C  2.215  0.116  -0.296
C  -0.642  -1.052  -1.371
C  0.488  1.892  0.101
C  0.240  -1.430  -0.168
C  1.217  0.675  0.713
C  -2.013  -0.676  -0.964
C  -0.819  1.866  0.825
C  -1.080  0.405  0.986
N  0.144  -0.341  0.865
O  -1.817  -0.207  2.003
Br  -2.904  -2.117  -0.138
Br  -2.297  2.590  -0.274
H  2.033  -1.635  -1.478
H  2.104  -2.068  0.090
H  3.299  0.139  -0.017
H  2.144  0.660  -1.302
H  -0.282  -0.266  -1.962
H  -0.595  -1.757  -2.167
H  0.961  2.776  0.259
H  0.185  1.720  -1.013
H  0.017  -2.344  0.185
H  1.797  0.742  1.592
H  -2.689  0.139  -1.211
H  -0.992  2.566  1.616
H  0.324  -0.634  1.824
H  -2.736  -0.396  1.849

Which of them is most stable? Easy: #P.

#P
Density functional theory data (ωB97M-V/def2-TZVPD) for a molecular structure, C56H52N6O2PSr.

For the LUMO energy, the calculation gives -0.122 hartree. The value obtained for the orbital gap is 5.464 eV. As for the charge: +1. The value obtained for the HOMO energy is -8.783 eV.

CARTESIAN COORDINATES (ANGSTROEM)
Sr  0.196  -0.439  0.563
C  2.824  2.288  -6.406
C  1.441  2.260  -6.287
C  0.852  1.842  -5.103
C  1.639  1.452  -4.020
C  3.024  1.496  -4.146
C  3.615  1.906  -5.333
C  1.010  1.012  -2.738
C  1.202  1.895  -1.646
C  1.746  3.235  -1.749
C  1.594  3.825  -0.536
C  0.960  2.848  0.335
N  0.781  1.702  -0.373
C  0.443  3.106  1.634
C  -0.436  2.302  2.401
C  -0.965  2.638  3.710
C  -1.811  1.638  4.074
C  -1.831  0.676  2.977
C  -2.607  -0.523  2.919
C  -3.420  -0.850  4.127
C  -3.166  -2.035  4.827
C  -3.884  -2.363  5.970
C  -4.881  -1.514  6.427
C  -5.162  -0.349  5.727
C  -4.441  -0.019  4.590
C  -2.734  -1.442  1.847
N  -1.997  -1.445  0.717
C  -2.519  -2.342  -0.157
C  -2.116  -2.524  -1.495
C  -2.837  -3.595  -2.247
C  -3.650  -3.269  -3.332
C  -4.330  -4.257  -4.028
C  -4.206  -5.587  -3.651
C  -3.407  -5.923  -2.568
C  -2.732  -4.933  -1.869
C  -1.168  -1.767  -2.235
C  -0.851  -1.954  -3.643
C  0.011  -0.969  -3.988
C  0.238  -0.168  -2.797
N  -0.462  -0.716  -1.773
C  -3.655  -2.990  0.483
C  -3.782  -2.447  1.715
N  -0.968  1.109  2.028
C  0.709  4.475  2.179
C  1.998  4.935  2.441
C  2.230  6.208  2.943
C  1.161  7.056  3.184
C  -0.130  6.625  2.912
C  -0.354  5.351  2.416
H  3.283  2.610  -7.331
H  0.818  2.568  -7.116
H  -0.227  1.826  -5.006
H  3.646  1.211  -3.305
H  4.694  1.929  -5.418
H  2.125  3.693  -2.648
H  1.822  4.848  -0.283
H  -0.740  3.525  4.282
H  -2.386  1.594  4.986
H  -2.418  -2.724  4.444
H  -3.674  -3.288  6.492
H  -5.449  -1.766  7.313
H  -5.959  0.303  6.063
H  -4.688  0.878  4.035
H  -3.757  -2.231  -3.619
H  -4.962  -3.988  -4.864
H  -4.735  -6.358  -4.196
H  -3.308  -6.957  -2.265
H  -2.115  -5.199  -1.018
H  -1.240  -2.726  -4.288
H  0.447  -0.805  -4.961
H  -4.302  -3.722  0.028
H  -4.557  -2.658  2.434
H  2.845  4.307  2.202
H  3.243  6.537  3.135
H  1.334  8.053  3.568
H  -0.969  7.289  3.078
H  -1.361  5.026  2.187
C  1.042  -5.593  -1.878
C  0.770  -4.651  -0.705
C  0.688  -5.439  0.599
C  1.752  -3.493  -0.656
C  2.330  -3.050  0.531
C  3.173  -1.943  0.551
C  3.461  -1.233  -0.607
C  4.330  -0.004  -0.572
C  2.916  -1.698  -1.803
C  2.084  -2.802  -1.825
H  0.369  -6.450  -1.837
H  2.068  -5.967  -1.850
H  0.885  -5.107  -2.841
H  -0.211  -4.196  -0.874
H  1.656  -5.869  0.868
H  -0.022  -6.261  0.492
H  0.347  -4.824  1.434
H  2.137  -3.568  1.461
H  3.601  -1.641  1.500
H  3.724  0.908  -0.504
H  4.929  0.090  -1.478
H  5.027  -0.040  0.269
H  3.141  -1.185  -2.732
H  1.665  -3.115  -2.772
N  3.499  1.573  2.370
C  3.061  1.504  3.807
P  2.346  -0.218  3.942
O  3.377  -1.192  4.324
O  1.613  -0.312  2.623
C  1.030  -0.051  5.241
N  -0.082  -1.000  4.905
H  2.669  1.403  1.782
H  4.199  0.864  2.146
H  3.874  2.490  2.137
H  2.292  2.269  3.915
H  3.910  1.706  4.454
H  0.587  0.944  5.199
H  1.388  -0.266  6.244
H  -0.581  -0.667  4.067
H  -0.794  -1.027  5.639
H  0.252  -1.948  4.743

#Q
Density functional theory data (ωB97M-V/def2-TZVPD) for a molecular structure, C56H52N6O2PSr.

For the LUMO energy, the calculation gives -0.118 hartree. The value obtained for the orbital gap is 5.547 eV. As for the charge: +1. The value obtained for the HOMO energy is -8.754 eV.

CARTESIAN COORDINATES (ANGSTROEM)
Sr  0.835  -0.008  -0.598
C  5.750  5.920  0.925
C  4.655  5.529  1.684
C  3.795  4.550  1.207
C  4.002  3.951  -0.036
C  5.101  4.362  -0.791
C  5.970  5.332  -0.312
C  3.063  2.910  -0.541
C  3.607  1.620  -0.829
C  4.936  1.135  -0.364
C  5.019  -0.172  -0.628
C  3.786  -0.597  -1.370
N  2.995  0.643  -1.464
C  2.879  -3.197  -1.190
C  1.634  -3.357  -2.077
C  1.261  -4.427  -2.896
C  0.021  -4.087  -3.424
C  -0.305  -2.811  -2.912
C  -1.497  -2.071  -3.221
C  -2.474  -2.858  -4.039
C  -2.404  -2.849  -5.427
C  -3.305  -3.592  -6.177
C  -4.280  -4.349  -5.544
C  -4.352  -4.362  -4.158
C  -3.450  -3.622  -3.408
C  -1.876  -0.778  -2.917
N  -1.174  0.222  -2.225
C  -1.885  1.346  -2.356
C  -1.549  2.705  -1.936
C  -2.603  3.732  -2.231
C  -3.568  4.038  -1.272
C  -4.548  4.983  -1.533
C  -4.575  5.635  -2.759
C  -3.620  5.336  -3.718
C  -2.640  4.387  -3.456
C  -0.386  3.180  -1.394
C  -0.043  4.608  -1.257
C  1.244  4.673  -0.882
C  1.727  3.285  -0.770
N  0.699  2.443  -0.992
C  -3.122  1.092  -3.068
C  -3.110  -0.213  -3.408
N  0.676  -2.391  -2.067
C  4.194  -3.640  -1.794
C  4.383  -3.555  -3.170
C  5.612  -3.875  -3.728
C  6.663  -4.283  -2.920
C  6.484  -4.360  -1.546
C  5.259  -4.033  -0.984
H  6.423  6.682  1.294
H  4.473  5.987  2.648
H  2.933  4.251  1.796
H  5.267  3.920  -1.766
H  6.815  5.639  -0.915
H  5.678  1.739  0.137
H  5.856  -0.814  -0.389
H  1.831  -5.319  -3.111
H  -0.566  -4.671  -4.113
H  -1.644  -2.254  -5.918
H  -3.246  -3.576  -7.257
H  -4.983  -4.926  -6.130
H  -5.112  -4.950  -3.660
H  -3.502  -3.631  -2.326
H  -3.548  3.525  -0.318
H  -5.291  5.212  -0.780
H  -5.339  6.373  -2.966
H  -3.635  5.840  -4.675
H  -1.897  4.154  -4.210
H  -0.706  5.426  -1.487
H  1.848  5.554  -0.738
H  -3.880  1.822  -3.293
H  -3.856  -0.753  -3.968
H  3.561  -3.249  -3.804
H  5.746  -3.808  -4.799
H  7.619  -4.536  -3.357
H  7.300  -4.669  -0.907
H  5.168  -4.061  0.097
C  -0.900  2.934  4.885
C  -0.309  2.734  3.487
C  -0.332  4.045  2.706
C  -0.984  1.581  2.756
C  -1.552  1.736  1.495
C  -2.181  0.677  0.844
C  -2.211  -0.598  1.403
C  -2.827  -1.750  0.660
C  -1.663  -0.753  2.675
C  -1.088  0.317  3.347
H  -0.408  3.765  5.390
H  -0.797  2.051  5.515
H  -1.964  3.166  4.809
H  0.756  2.474  3.611
H  -1.357  4.380  2.534
H  0.164  3.959  1.737
H  0.177  4.823  3.276
H  -1.529  2.698  1.003
H  -2.634  0.862  -0.119
H  -2.331  -1.896  -0.303
H  -3.882  -1.563  0.453
H  -2.748  -2.674  1.230
H  -1.696  -1.727  3.149
H  -0.739  0.165  4.366
N  2.024  0.085  3.185
C  2.501  0.318  1.782
P  2.471  -1.522  1.151
O  3.475  -2.225  1.998
O  0.991  -1.817  1.282
C  2.869  -1.708  -0.736
N  2.590  -4.103  0.030
H  1.005  -0.100  3.185
H  2.202  0.881  3.797
H  2.507  -0.742  3.565
H  3.509  0.722  1.805
H  1.840  1.093  1.351
H  4.035  -0.928  -2.385
H  1.929  -1.589  -1.261
H  2.669  -5.077  -0.260
H  1.625  -3.926  0.330
H  3.211  -3.897  0.826

Which of them is most stable? Easy: #P.